Density functional theory data (ωB97M-V with the def2-TZVPD basis set) for one molecule with the formula C2H3F3Si.

```
9
Properties=species:S:1:pos:R:3:forces:R:3
F 1.40957 -1.67280 -0.11317 -0.2 -0.1 -0.2
C 1.40813 -0.35524 -0.02924 3.1 -1.5 0.6
F 2.66607 0.06789 0.11521 -1.1 -0.2 -0.4
C 0.33054 0.33901 0.03038 -0.1 5.7 0.6
F 0.84456 1.87608 0.18190 -1.7 -3.7 -0.4
Si -1.53227 0.03477 0.08017 3.2 -2.9 -2.1
H -2.02395 1.26132 0.36020 -1.5 2.3 1.3
H -1.38471 -1.29513 0.72631 -1.0 0.4 0.5
H -1.71793 -0.25590 -1.35175 -0.6 0.0 0.0
```
Positions in Å, forces in eV/Å.

Output
SMILES = FC(F)=C(F)[SiH3]

Formally, the Mulliken partial charges of the atoms, in units of the elementary charge, are as follows:
1 F -0.198
2 C 0.570
3 F -0.191
4 C -0.018
5 F -0.355
6 Si 0.380
7 H -0.066
8 H -0.053
9 H -0.068

***

Density functional theory data (ωB97M-V with the def2-TZVPD basis set) for C2H3FKO2 as an isolated structure.

```
9
Properties=species:S:1:pos:R:3:forces:R:3
H -0.55723 0.65407 1.16575 -0.2 -0.8 -0.4
C -0.87349 0.80283 0.13325 -0.7 0.4 -0.5
C -1.38805 -0.08525 -0.72731 0.7 0.2 1.5
H -0.87430 1.86192 -0.13413 0.1 -0.3 -0.3
H -1.57150 -1.14274 -0.52731 0.1 0.3 -0.1
F -1.73201 0.26310 -1.97198 -0.2 0.1 -0.2
O 1.99908 -0.64826 1.63570 0.0 -0.1 0.3
O 2.99040 -1.37693 1.13781 0.2 -0.2 0.5
K 2.00710 -0.32875 -0.71179 -0.2 0.3 -0.8
```
Positions in Å, forces in eV/Å.

Output
Spin multiplicity = 2

Formally, the Mulliken partial charges of the atoms, in units of the elementary charge, are as follows:
1 H 0.306
2 C -0.868
3 C 0.128
4 H 0.288
5 H 0.374
6 F -0.221
7 O -0.400
8 O -0.490
9 K 0.885

***

Density functional theory data (ωB97M-V with the def2-TZVPD basis set) for C2H3FLiO2Rb as an isolated structure.

```
10
Properties=species:S:1:pos:R:3:forces:R:3
H 2.06218 -0.50836 -1.18493 -0.1 -0.1 0.2
O -0.51845 1.28227 -0.01505 0.6 0.0 0.1
C 0.73583 1.14850 -0.49787 -1.9 -0.3 0.2
C 1.26487 -0.25689 -0.44411 0.8 1.3 -0.3
O 0.92340 -1.08828 0.38557 0.0 -1.3 0.3
Rb -3.25005 0.50686 1.38680 0.0 -0.4 -0.5
H 1.51299 1.73420 0.06141 0.3 -0.2 0.0
H 0.87608 1.47591 -1.55647 0.1 -0.1 0.0
F -4.87697 -1.49270 0.92362 0.5 0.5 0.2
Li 1.27013 -2.80151 0.94103 -0.3 0.7 -0.2
```
Positions in Å, forces in eV/Å.

Formally, the Mulliken partial charges of the atoms, in units of the elementary charge, are as follows:
1 H 0.310
2 O -0.738
3 C -0.455
4 C 0.274
5 O -0.698
6 Rb 0.940
7 H 0.174
8 H 0.216
9 F -0.956
10 Li 0.932

***

Density functional theory data (ωB97M-V with the def2-TZVPD basis set) for C2H3FLuO as an isolated structure.

```
8
Properties=species:S:1:pos:R:3:forces:R:3
Lu 1.14999 1.93395 -0.31677 -2.0 -3.9 0.7
O -0.55015 0.56475 -0.45258 2.2 1.7 -1.8
C 0.31305 -0.50862 -0.36900 -0.6 0.4 2.3
C 1.46917 -0.24355 0.27221 1.0 0.6 -1.0
H -0.18945 -1.48340 -0.45885 0.4 0.3 -0.6
H 2.11911 -1.08705 0.51495 0.2 0.6 -0.1
F -2.62615 0.51490 0.66516 2.4 -0.8 -1.2
H -1.68557 0.30900 0.14488 -3.6 1.2 1.7
```
Positions in Å, forces in eV/Å.

Output
Total charge = +1

Formally, the Mulliken partial charges of the atoms, in units of the elementary charge, are as follows:
1 Lu 1.333
2 O -0.523
3 C 0.671
4 C -1.025
5 H 0.381
6 H 0.318
7 F -0.529
8 H 0.373

***

Density functional theory data (ωB97M-V with the def2-TZVPD basis set) for a 2-piece molecular cluster, C2H3FN2O overall.

```
9
Properties=species:S:1:pos:R:3:forces:R:3
C -0.99418 0.64173 -1.01243 -3.5 -0.9 1.4
N -2.12668 0.63890 -0.42770 2.2 0.9 -0.4
N -1.55163 -0.60460 -1.15535 -0.1 -3.2 -0.1
H -0.18656 1.11828 -1.44202 1.3 1.4 -0.4
H -1.18223 -1.35807 -0.47897 -0.5 1.8 -0.8
O 0.96623 -0.45528 0.08650 0.7 -0.2 1.0
C 1.48674 -0.13578 1.11320 1.3 -4.1 -0.7
F 1.42682 1.06732 1.52773 0.2 1.9 1.3
H 2.16149 -0.91250 1.78904 -1.7 2.3 -1.4
```
Positions in Å, forces in eV/Å.

Output
SMILES = C1=NN1.O=CF

Formally, the Mulliken partial charges of the atoms, in units of the elementary charge, are as follows:
1 C 0.359
2 N -0.441
3 N -0.437
4 H 0.315
5 H 0.232
6 O -0.433
7 C 0.299
8 F -0.169
9 H 0.276

***

Density functional theory data (ωB97M-V with the def2-TZVPD basis set) for a 2-piece molecular cluster, C2H3FO2S overall.

```
9
Properties=species:S:1:pos:R:3:forces:R:3
C 0.48405 0.21087 -0.92303 0.5 2.2 2.7
C 0.43119 -0.65614 0.32147 -1.8 0.6 0.1
O -1.29431 1.51593 0.72297 -0.3 0.5 0.2
O -2.20973 -0.50404 -0.54193 0.8 0.8 0.5
F 0.34649 -1.95544 0.14312 0.3 -0.4 0.0
S -1.13096 0.28933 0.02143 1.5 -2.0 -0.9
H 1.02052 1.19547 -0.51437 -1.0 -1.9 -1.8
H 0.66288 -0.27317 -1.86408 0.1 0.3 -0.5
H 1.68988 0.17719 2.63444 -0.1 -0.1 -0.2
```
Positions in Å, forces in eV/Å.

Formally, the Mulliken partial charges of the atoms, in units of the elementary charge, are as follows:
1 C -0.599
2 C 0.199
3 O -0.532
4 O -0.536
5 F -0.175
6 S 0.958
7 H 0.270
8 H 0.366
9 H 0.049

***

Density functional theory data (ωB97M-V with the def2-TZVPD basis set) for a 2-piece molecular cluster, C2H3FOS overall.

```
8
Properties=species:S:1:pos:R:3:forces:R:3
C -2.39757 0.09457 -0.14579 0.6 1.5 1.1
C 1.65949 -0.12567 0.31333 -1.4 0.1 0.6
O -2.26724 1.24485 0.09994 -0.3 -1.4 -0.5
F -3.15336 -0.45659 -1.06107 -0.4 -0.1 -0.5
S 0.44762 -1.40110 -0.06045 0.6 0.0 0.4
H 2.63155 -0.32869 0.69961 0.4 -0.9 0.8
H 1.19194 0.73433 0.78417 0.0 -0.1 0.4
H 1.88757 0.23831 -0.62974 0.4 0.8 -2.3
```
Positions in Å, forces in eV/Å.

Output
Spin multiplicity = 3

Formally, the Mulliken partial charges of the atoms, in units of the elementary charge, are as follows:
1 C 0.423
2 C -0.778
3 O -0.314
4 F -0.142
5 S -0.094
6 H 0.337
7 H 0.285
8 H 0.283

***

Density functional theory data (ωB97M-V with the def2-TZVPD basis set) for C2H3FOSm as an isolated structure.

```
8
Properties=species:S:1:pos:R:3:forces:R:3
C -0.15755 0.18159 0.94666 1.1 0.8 0.0
C 0.87004 0.52707 0.13531 -0.8 -0.2 0.5
H -1.06430 0.77539 1.09175 0.1 -0.4 -0.2
F -0.04415 -0.83432 1.77912 -0.2 -0.1 -0.3
H 0.80329 1.49572 -0.36997 0.1 -0.3 0.1
H 1.81779 -0.01907 0.18432 -0.3 0.2 0.0
O -2.12042 -1.39270 -1.59208 0.7 0.3 -0.1
Sm -0.10470 -0.73368 -2.17510 -0.7 -0.4 0.0
```
Positions in Å, forces in eV/Å.

Output
Spin multiplicity = 8
Total charge = +1

Formally, the Mulliken partial charges of the atoms, in units of the elementary charge, are as follows:
1 C 0.345
2 C -1.330
3 H 0.336
4 F -0.174
5 H 0.483
6 H 0.431
7 O -0.602
8 Sm 1.511

***

Density functional theory data (ωB97M-V with the def2-TZVPD basis set) for a 2-piece molecular cluster, C2H3FS overall.

```
7
Properties=species:S:1:pos:R:3:forces:R:3
C 2.34148 0.38849 0.35708 -4.0 -1.2 0.5
C 0.04663 0.02378 -0.04661 3.9 -0.2 -0.6
F 2.55932 1.48302 -0.27296 0.5 1.1 -0.7
S 3.30562 -0.48676 1.23419 0.4 -0.2 0.1
H -0.62603 0.27016 0.80317 0.9 -0.6 -0.6
H 0.33234 -1.02681 -0.41635 -1.2 1.7 0.9
H 0.13110 0.78823 -0.83639 -0.5 -0.5 0.4
```
Positions in Å, forces in eV/Å.

Formally, the Mulliken partial charges of the atoms, in units of the elementary charge, are as follows:
1 C 0.255
2 C -0.702
3 F -0.135
4 S -0.228
5 H 0.270
6 H 0.271
7 H 0.269

***

Density functional theory data (ωB97M-V with the def2-TZVPD basis set) for C2H3FS2 as an isolated structure.

```
8
Properties=species:S:1:pos:R:3:forces:R:3
C -0.31606 -0.54404 -0.65453 -1.4 -0.7 -0.2
C 1.61208 0.80009 -0.13052 -1.2 -0.4 4.2
F 2.28057 0.63021 -1.22615 2.5 0.4 -2.2
S -0.05404 1.30517 -0.51917 -1.1 -0.6 -0.2
S 1.09708 -0.91206 0.44177 0.2 0.6 -0.1
H -1.31759 -0.95203 -0.17907 2.0 1.0 -1.3
H -0.13523 -0.92798 -1.73060 -0.5 0.7 1.8
H 2.10974 1.41834 0.73424 -0.5 -1.1 -2.1
```
Positions in Å, forces in eV/Å.

Formally, the Mulliken partial charges of the atoms, in units of the elementary charge, are as follows:
1 C -0.489
2 C 0.017
3 F -0.180
4 S -0.136
5 S -0.140
6 H 0.326
7 H 0.261
8 H 0.340

***

Here are the calculated ΔE to the lowest compared entry with this formula, charge and spin numbers, same order: 7.924 1.681 0.000 0.000 3.030 7.431 0.000 0.000 3.024 0.729 (eV).
Here are the calculated largest force on an atom numbers, same order: 5.76 1.70 1.92 4.39 4.37 3.57 2.51 1.32 4.26 4.42 (eV/Å).